{"formula": "C43H54N9O17", "method": "ωB97M-V/def2-TZVPD", "symbols": ["C", "O", "O", "O", "H", "C", "C", "C", "C", "C", "C", "N", "O", "O", "H", "H", "H", "H", "H", "C", "C", "C", "C", "C", "C", "N", "O", "O", "H", "H", "H", "H", "H", "C", "C", "C", "C", "C", "C", "N", "O", "O", "H", "H", "H", "H", "H", "C", "C", "C", "C", "C", "C", "N", "O", "O", "H", "H", "H", "H", "H", "C", "C", "C", "C", "C", "C", "N", "O", "O", "H", "H", "H", "H", "H", "C", "O", "N", "C", "C", "H", "H", "H", "H", "H", "H", "H", "C", "O", "N", "C", "C", "H", "H", "H", "H", "H", "H", "H", "C", "O", "N", "C", "C", "H", "H", "H", "H", "H", "H", "H", "C", "O", "N", "C", "C", "H", "H", "H", "H", "H", "H", "H"], "xyz": [[-13.4044, 8.4577, 36.5433], [-13.3843, 8.4554, 37.7736], [-14.0871, 7.5007, 35.8539], [-12.9493, 9.3344, 35.7554], [-14.4105, 6.9332, 36.4909], [-9.5347, 7.2357, 40.0121], [-10.6019, 8.4168, 40.1256], [-11.1417, 8.9138, 41.5196], [-10.5455, 8.2575, 42.7756], [-9.3743, 7.2150, 42.6078], [-8.9020, 6.7440, 41.2145], [-11.0039, 8.4733, 44.1643], [-11.9672, 9.3469, 44.2703], [-10.6801, 7.7418, 45.0678], [-9.3537, 6.8051, 39.1547], [-11.0688, 8.5927, 39.1875], [-11.9648, 9.5996, 41.4313], [-9.1687, 6.6437, 43.4664], [-8.1740, 6.1147, 41.2841], [-11.6118, 6.7325, 31.7730], [-12.1009, 6.9171, 30.3553], [-12.7811, 8.1764, 29.8984], [-12.9767, 9.1825, 30.9004], [-12.8047, 8.9817, 32.3994], [-12.0231, 7.6766, 32.7607], [-13.3620, 10.5411, 30.4899], [-14.4090, 10.9720, 31.0044], [-13.0482, 10.9104, 29.3214], [-11.0386, 5.9422, 32.1782], [-11.9767, 6.0681, 29.6740], [-13.0527, 8.1205, 28.9649], [-13.3272, 9.7524, 33.3346], [-11.7907, 7.3991, 33.7249], [-12.4059, 4.4500, 35.2571], [-11.9691, 5.2254, 36.5060], [-10.8741, 4.4067, 37.3515], [-10.3054, 3.1276, 36.7637], [-10.6576, 2.6369, 35.3824], [-11.8839, 3.2324, 34.7424], [-9.1766, 2.3919, 37.4323], [-8.3384, 3.1267, 38.1025], [-8.7124, 1.4084, 36.8403], [-13.2107, 4.7961, 34.6375], [-12.2706, 6.1391, 36.8659], [-10.6932, 4.8412, 38.2624], [-10.2234, 1.7560, 34.8481], [-12.3417, 2.8968, 33.8730], [-13.7068, 14.1856, 37.8865], [-12.5404, 15.1677, 37.4762], [-11.2319, 14.3817, 37.1567], [-10.9960, 12.9468, 37.2842], [-12.1534, 12.0476, 37.8217], [-13.5549, 12.7974, 38.0060], [-9.7415, 12.3541, 37.0209], [-8.7752, 13.0672, 36.6317], [-9.6690, 11.1739, 37.1369], [-14.5890, 14.6556, 37.9592], [-12.9589, 16.2279, 37.3868], [-10.3459, 15.0585, 36.8927], [-12.1523, 11.0791, 37.8119], [-14.1787, 12.1732, 38.4149], [-11.7607, 11.9211, 33.6448], [-12.5038, 13.3685, 33.3610], [-12.2783, 14.1893, 32.1946], [-11.2507, 13.7356, 31.2374], [-10.4343, 12.3956, 31.4864], [-10.7443, 11.5320, 32.8103], [-10.9790, 14.4266, 29.9628], [-11.5108, 15.5105, 29.7775], [-10.1472, 13.9491, 29.2256], [-12.0217, 11.3346, 34.5079], [-13.2774, 13.5033, 34.1669], [-12.7657, 15.1270, 32.0229], [-9.6246, 12.1563, 30.7979], [-10.2891, 10.5796, 32.9908], [-17.4187, 10.7041, 32.2655], [-18.3780, 10.6117, 31.5057], [-17.2225, 9.7699, 33.2041], [-15.9167, 9.7259, 33.8138], [-18.1374, 8.6472, 33.5447], [-16.6918, 11.3606, 32.2845], [-16.0470, 9.6280, 34.9480], [-15.2684, 10.7149, 33.5311], [-15.3977, 8.7290, 33.5485], [-18.9592, 9.1872, 33.7822], [-17.6415, 8.0477, 34.2696], [-18.0852, 8.0015, 32.6295], [-16.4905, 6.8216, 31.4080], [-17.3444, 6.8154, 30.4464], [-16.6246, 5.8838, 32.3615], [-15.6674, 5.8039, 33.4807], [-17.7270, 4.9810, 32.5444], [-15.6729, 7.4290, 31.3483], [-14.7808, 6.2476, 33.4372], [-15.3467, 4.6921, 33.5850], [-15.9601, 6.0990, 34.3544], [-18.5785, 5.7642, 32.5909], [-17.6865, 4.1070, 33.2480], [-17.8938, 4.4875, 31.7135], [-16.6048, 9.2615, 38.1905], [-17.4554, 9.5497, 37.2798], [-16.5812, 9.7686, 39.4598], [-15.5762, 9.2769, 40.2963], [-17.3285, 10.9016, 39.8676], [-15.7863, 8.5703, 38.1367], [-15.6072, 8.2622, 40.2192], [-15.8632, 9.5502, 41.3543], [-14.5144, 9.4922, 39.8952], [-16.7006, 11.7111, 40.2950], [-17.8706, 10.3809, 40.6638], [-18.0582, 11.4204, 39.2301], [-16.4609, 4.7591, 36.7943], [-15.4703, 5.3736, 37.1279], [-16.4408, 3.3392, 36.5855], [-17.7069, 2.7244, 36.2894], [-15.2461, 2.5906, 36.5345], [-17.4194, 5.1156, 36.8517], [-17.8588, 1.6245, 36.3657], [-17.8912, 3.2770, 35.2908], [-18.5906, 2.9687, 36.9321], [-14.5325, 2.5023, 35.8565], [-15.2867, 1.5298, 36.8490], [-14.3173, 3.0055, 37.0442]], "forces_ev_per_a": [[0.424, 3.032, -2.402], [0.060, -0.794, 1.284], [0.758, 0.702, -1.838], [0.331, -0.225, 0.549], [-1.533, -2.345, 2.193], [-2.931, 5.113, 8.212], [1.982, -3.534, 4.962], [3.828, -3.919, -1.777], [3.053, -1.846, -4.079], [-3.780, 2.651, -4.422], [-7.118, 6.561, 2.129], [-4.321, 2.069, -0.907], [3.269, -2.316, -0.221], [0.607, 0.384, -0.404], [1.051, -1.806, -4.638], [-0.681, 0.892, -0.391], [-0.047, 0.186, 0.669], [0.776, -0.333, 0.956], [4.203, -4.089, -0.218], [-3.061, 3.631, -2.243], [-0.234, 1.838, 2.468], [3.736, -2.832, 8.175], [1.394, -0.985, 3.435], [0.551, -1.788, -0.573], [-2.308, 2.835, -4.353], [-4.188, -0.500, -4.017], [2.064, 0.244, 0.662], [0.789, -0.480, 2.868], [0.456, -1.103, -0.366], [-0.028, 0.600, 0.041], [-1.553, 0.799, -4.940], [2.160, -2.646, -3.245], [0.216, 0.170, 2.301], [1.142, 1.091, 2.541], [4.131, -8.725, -1.727], [-3.154, -1.262, -6.727], [-2.238, 1.727, -1.595], [-2.981, 1.357, 1.426], [3.950, 1.695, 4.623], [5.331, 2.947, -1.984], [-3.537, -1.994, -0.479], [-1.955, 0.231, 1.441], [-0.394, 0.780, 0.196], [-0.998, 1.853, 0.542], [1.044, 0.388, 2.150], [-0.055, 0.936, 1.172], [-0.270, -0.946, -1.498], [6.684, -0.021, -1.777], [-0.808, -6.447, 0.206], [-1.320, 2.827, 0.779], [-6.492, 0.662, 2.431], [-0.893, 11.633, -2.280], [8.513, 2.077, -1.915], [2.561, 1.941, -1.441], [-1.865, -0.748, 0.784], [0.160, -1.822, 0.348], [-3.327, 1.302, 0.657], [1.831, -1.470, -0.120], [-1.307, -1.409, 0.204], [0.315, -5.706, 0.193], [-4.123, -3.063, 1.738], [-0.819, 5.008, -2.286], [1.393, -3.015, -0.366], [1.853, -3.267, 1.195], [1.307, -5.023, 2.481], [-3.611, 2.589, 3.008], [-0.488, 3.263, -3.686], [0.390, 0.651, 1.073], [-0.340, -0.341, 0.123], [0.004, -0.354, -0.331], [-0.337, -0.032, 0.336], [0.815, 0.582, -1.246], [-0.334, 0.191, -0.011], [-0.433, -0.074, 0.194], [0.597, -0.210, -0.274], [-5.107, -5.176, -0.455], [0.117, 1.133, -0.127], [1.743, -0.222, 1.198], [1.513, 0.119, 1.519], [3.983, -0.101, -3.511], [3.640, 3.997, -0.486], [0.404, 0.524, -1.384], [-1.496, -2.686, 0.696], [-0.280, 1.696, 0.041], [-3.363, 0.301, 0.850], [-0.047, -0.016, 1.280], [-1.402, 0.626, 0.652], [-5.933, -3.449, -3.898], [2.360, 0.531, 2.632], [3.524, 0.046, 2.804], [-0.515, -5.718, -4.303], [-1.737, 3.504, 2.139], [2.456, 1.737, 0.600], [3.719, 2.528, -1.491], [-0.700, 1.466, -0.059], [-2.823, 1.684, 5.162], [0.360, -2.030, 0.696], [0.488, 1.793, 0.329], [-0.900, -2.150, -4.727], [-3.066, 1.620, -1.369], [2.789, -0.806, 2.797], [-0.455, 0.631, -4.354], [2.060, 1.835, 1.446], [-0.990, 0.571, 1.926], [0.387, -0.883, -0.975], [-0.038, -3.095, 0.217], [1.041, -0.122, -1.034], [-1.360, 0.407, 1.189], [-0.050, -0.582, -0.107], [-0.711, 1.340, 0.638], [0.533, -1.005, -0.547], [3.480, -4.056, 1.182], [-0.213, 0.127, -0.679], [0.130, 2.282, 0.917], [-2.082, 1.171, -1.821], [1.125, -1.081, 4.607], [-2.709, 1.226, -0.290], [1.288, 0.627, -0.880], [-0.931, -2.161, 0.921], [1.068, 0.783, 0.066], [1.427, -0.011, -6.130], [-0.793, 0.663, 0.430], [-1.798, 0.411, 1.728]], "lowdin_charge": [-0.8330, -0.0271, 0.0451, -0.0591, -0.0044, 0.0018, 0.0543, 0.0585, -0.0843, 0.0728, -0.0252, -0.3508, -0.0062, 0.0697, 0.0122, 0.0422, 0.0688, 0.0573, 0.0131, -0.0674, -0.0173, 0.0173, -0.1472, 0.0582, -0.0481, -0.3018, 0.0488, 0.0413, 0.0672, 0.0802, 0.0420, 0.1570, 0.0464, -0.0730, 0.0900, 0.0875, -0.1009, 0.0345, -0.0751, -0.2935, 0.0009, 0.0307, 0.0586, 0.0316, 0.0378, 0.1070, 0.0680, -0.0681, 0.0095, -0.0009, -0.1387, 0.1707, -0.0006, -0.3901, 0.0286, 0.0966, 0.0307, 0.0966, 0.1098, -0.0018, 0.0103, -0.0567, 0.0045, -0.0309, -0.0942, 0.1179, -0.0710, -0.3916, 0.0560, 0.0565, 0.0587, 0.0894, 0.0868, 0.0753, 0.0782, -0.3408, 0.0033, -0.1821, -0.0815, 0.0173, 0.0627, 0.0906, 0.1264, 0.0792, 0.0650, 0.0708, 0.0772, -0.2747, -0.0451, -0.1561, -0.0390, -0.0340, 0.1022, 0.0233, 0.1253, 0.0063, 0.1328, 0.0941, 0.0231, -0.2475, -0.0489, -0.2369, -0.0822, -0.0665, 0.1021, 0.0506, 0.1179, 0.1129, 0.0940, 0.0904, 0.0943, -0.2406, 0.0391, -0.1759, -0.0819, -0.0900, 0.1122, 0.0968, 0.0928, 0.0883, 0.0000, 0.1041, 0.1112], "largest_force_ha_per_bohr": 0.2312, "total_charge": -1, "de_lowest_kj_mol": 55.0, "spin_multiplicity": 1}